1.
Density functional theory data (ωB97M-V/def2-TZVPD) for the ion C8H12 with charge -1 at a distorted geometry.

Output
**E_HOMO (spin up / spin down)**: -1.140 / -1.517 eV
**Relative energy (zero: lowest compared OMol25 entry of this formula, charge and spin)**: 78.3 kcal per mole
**Orbital gap (spin up / spin down)**: 5.4364 / 5.7800 eV
**Molecular weight**: 108.184 g mol⁻¹
**Charge**: -1
**2S+1**: 2

Last column: Mulliken spin population.
Cartesian coordinates (Å):
C 0.31736 -2.00343 -0.84215  -0.002
C 0.57204 -1.41301 0.55520  0.006
C 1.23914 -0.03758 0.56365  -0.007
C 2.59239 -0.03258 0.87361  0.037
C -0.99204 1.04348 0.25028  0.012
C 0.46239 0.96733 -0.00351  0.052
C -2.63695 1.27920 -0.55051  0.083
C -1.69611 2.29149 -0.24145  0.666
H 1.30120 -2.24890 -1.27880  0.000
H -0.37330 -2.87571 -0.84180  -0.003
H -0.14049 -1.21920 -1.45081  0.009
H 1.23258 -2.10556 1.08898  0.005
H -0.37606 -1.36066 1.08624  -0.002
H 3.22093 -0.85463 1.20486  -0.002
H 3.08407 0.95279 0.86579  -0.002
H -1.24779 0.70787 1.25361  0.047
H 1.04532 1.83854 -0.27503  0.022
H -2.87061 1.12609 -1.60425  0.024
H -3.19347 0.85014 0.28417  0.027
H -1.54059 3.09432 -0.93808  0.027

***

2.
Density functional theory data (ωB97M-V/def2-TZVPD) for the molecule C3H8N2S at a distorted geometry.

Output
**E_HOMO (spin up / spin down)**: -7.954 / -8.130 eV
**Relative energy (zero: lowest compared OMol25 entry of this formula, charge and spin)**: 108.2 kcal per mole
**Orbital gap (spin up / spin down)**: 8.2219 / 8.2022 eV
**Molecular weight**: 104.178 g mol⁻¹
**Charge**: 0

Last column: Mulliken charge in e.
Cartesian coordinates (Å):
C -1.37930 0.39463 -0.35680  -0.391
C -0.76941 -0.28383 -1.62171  -0.582
C 1.73776 -0.73690 1.28976  -0.623
N -0.49821 1.03092 0.55052  -0.470
N 1.11387 -0.26748 0.09575  -0.216
S 0.30215 -1.44684 -0.78520  -0.032
H -2.20615 1.01243 -0.87081  0.287
H -2.02145 -0.35453 0.15499  0.302
H -1.47440 -0.82796 -2.32252  0.343
H -0.23209 0.38148 -2.29954  0.328
H 1.54054 -0.30171 2.22687  0.272
H 1.57598 -1.85307 1.40835  0.243
H 2.82079 -0.39808 1.09739  0.247
H 0.05867 1.76287 0.21523  0.290

***

3.
Density functional theory data (ωB97M-V/def2-TZVPD) for a cluster of 2 separate species, C8H12O6 in total at a distorted geometry.

Output
**E_HOMO**: -10.611 eV
**Relative energy (zero: lowest compared OMol25 entry of this formula, charge and spin)**: 80.6 kcal per mole
**SMILES**: C[C@H]1COC(=O)O1.C[C@H]1COC(=O)O1
**Orbital gap**: 11.0269 eV
**Molecular weight**: 204.178 g mol⁻¹
**Charge**: 0

Last column: Mulliken charge in e.
Cartesian coordinates (Å):
C -1.92498 3.53841 -2.02529  -1.503
C -1.91584 2.27254 -1.22293  0.397
C -0.96843 1.22982 -1.82870  -0.576
O 0.02454 1.09335 -0.72961  -0.271
C -0.31852 1.87148 0.27656  0.672
O 0.44376 1.93188 1.19595  -0.587
O -1.36299 2.59334 0.08246  -0.330
H -0.95280 4.00491 -2.12847  0.380
H -2.52476 4.41129 -1.74116  0.349
H -2.05894 3.35308 -3.08630  0.390
H -2.92727 1.97953 -0.98248  0.319
H -0.40025 1.49931 -2.78006  0.309
H -1.66023 0.62095 -1.97687  0.457
C 1.64648 -1.97495 -0.21172  -1.488
C 1.88209 -2.27782 1.28993  0.464
C 0.96913 -1.53098 2.25577  -0.261
O 0.00289 -2.59828 2.50241  -0.371
C 0.41407 -3.74702 2.22710  0.711
O 0.04739 -4.78271 2.56945  -0.519
O 1.57167 -3.63879 1.58513  -0.418
H 0.74380 -2.32197 -0.61055  0.347
H 2.27841 -2.39333 -0.90494  0.532
H 1.89864 -0.94202 -0.37888  0.331
H 3.01640 -2.22211 1.50837  0.265
H 0.55959 -0.76885 1.95508  0.181
H 1.51616 -1.20106 3.15975  0.219

***

4.
Density functional theory data (ωB97M-V/def2-TZVPD) for a structure of composition C44H51BGdN11O5 at a distorted geometry.

Output
**E_HOMO (spin up / spin down)**: -6.681 / -6.649 eV
**Relative energy (zero: lowest compared OMol25 entry of this formula, charge and spin)**: 0.0 kcal per mole
**Orbital gap (spin up / spin down)**: 6.5838 / 2.5375 eV
**Molecular weight**: 982.026 g mol⁻¹
**Charge**: 0
**2S+1**: 8

Last column: Mulliken spin population.
Cartesian coordinates (Å):
Gd -0.08082 -0.38057 0.22506  6.623
N 1.63316 -2.06874 1.06944  0.059
C 1.23021 -3.48415 1.52399  -0.002
C -0.18919 -3.70295 0.98485  0.005
N -0.95660 -2.57042 1.50645  0.015
C -1.08017 -2.54137 2.97978  -0.001
C -0.25503 -1.41430 3.56366  0.003
N -0.53795 -0.18112 2.85737  0.041
H 2.03353 -1.59627 1.90519  -0.002
H 2.41156 -2.12214 0.39569  -0.007
H 1.92949 -4.23410 1.06842  0.002
H 1.25796 -3.46410 2.60921  0.000
H -0.24855 -3.60901 -0.09910  -0.001
H -0.57712 -4.66487 1.30315  0.000
H -1.89601 -2.61866 1.11893  0.002
H -2.11295 -2.35811 3.27792  0.000
H -0.72995 -3.50576 3.40469  0.001
H -0.52798 -1.33704 4.63124  0.001
H 0.79290 -1.67495 3.55450  0.001
H -1.56727 -0.02490 2.89527  0.000
H -0.06688 0.67252 3.22407  0.000
C -3.71595 2.19570 -1.92395  -0.001
C -2.23277 1.96217 -2.08783  0.001
C -1.24974 2.86885 -2.42506  0.011
C -0.02485 2.09435 -2.43085  -0.006
N -0.30276 0.81605 -2.10821  0.024
N -1.72009 0.71701 -1.97497  0.013
B -2.45496 -0.58972 -2.04633  -0.011
N -2.98698 -1.01161 -0.60819  -0.001
N -2.86182 -0.11567 0.50346  0.021
C -3.89145 -0.40667 1.29735  0.000
C -4.62587 -1.48445 0.78677  0.000
C -3.99307 -1.88134 -0.38645  0.000
C -4.48429 -2.88351 -1.38906  0.001
C -4.27715 0.45214 2.40878  0.000
C -3.42443 1.51414 2.75966  -0.003
C -3.84409 2.48666 3.67699  0.001
C -5.20052 2.57325 3.95041  0.000
C -6.02726 1.45142 3.69499  0.000
C -5.57899 0.38387 2.94015  -0.001
N -1.46091 -1.65163 -2.56504  -0.002
N -0.27061 -2.03910 -1.77650  0.041
C 0.49550 -2.83956 -2.59629  -0.003
C -0.21226 -3.03998 -3.81667  0.002
C -1.40887 -2.29933 -3.71487  -0.001
C -2.40491 -2.12250 -4.87045  0.000
C 1.81654 -3.44146 -2.21995  0.003
C 1.79097 -4.83575 -2.45899  -0.001
C 2.94580 -5.53869 -2.15027  0.000
C 4.06161 -4.84325 -1.66735  0.000
C 4.01556 -3.50491 -1.40283  0.000
C 2.84859 -2.76271 -1.65012  0.000
C 1.27356 2.64128 -2.70752  0.002
C 2.33502 1.73828 -2.94349  0.001
C 3.47433 2.26220 -3.62071  0.001
C 3.55649 3.57248 -3.94419  -0.001
C 2.51351 4.46675 -3.61067  0.002
C 1.35481 4.01753 -3.07002  -0.004
H -3.91164 3.25734 -1.84848  0.000
H -4.12264 1.58933 -1.10016  0.000
H -4.20115 1.84504 -2.84212  0.000
H -1.37555 3.88465 -2.81448  -0.001
H -3.49337 -0.52149 -2.71209  0.000
H -5.50619 -1.95232 1.17120  0.000
H -5.29170 -2.44522 -2.01388  0.000
H -4.94375 -3.69214 -0.85743  0.000
H -3.70946 -3.22469 -2.00515  0.000
H -2.48854 1.54683 2.21460  0.001
H -3.13906 3.24858 4.04062  0.000
H -5.59613 3.49279 4.50943  0.000
H -7.06552 1.43068 3.99722  0.000
H -6.22666 -0.49987 2.88174  0.000
H 0.03891 -3.71917 -4.58739  0.000
H -2.08138 -1.25301 -5.44283  0.000
H -3.45420 -2.04222 -4.55325  0.000
H -2.21706 -3.01114 -5.45761  0.000
H 0.95147 -5.33470 -2.94927  0.000
H 2.95902 -6.65994 -2.18280  0.000
H 5.01649 -5.38756 -1.46603  0.000
H 4.94952 -2.99544 -1.06364  0.000
H 2.73831 -1.69293 -1.58038  0.001
H 2.28518 0.71273 -2.55131  0.000
H 4.23557 1.57303 -3.90278  0.000
H 4.40224 3.94853 -4.48419  0.000
H 2.64396 5.52285 -3.78153  0.000
H 0.52427 4.68425 -2.84752  0.000
O 7.97337 2.06623 3.14558  0.003
C 7.51672 1.20602 2.33795  0.000
O 7.98575 0.46986 1.44135  0.003
C 6.04099 1.03031 2.59744  0.000
C 5.50001 0.61689 3.81952  0.002
C 4.12824 0.28407 3.89761  0.003
N 3.27378 0.24394 2.83998  0.000
C 3.80730 0.58665 1.65126  0.005
C 5.15407 1.04116 1.47682  0.002
C 3.04521 0.37221 0.34353  -0.008
O 3.60830 -0.21287 -0.59941  0.022
O 1.79069 0.74007 0.30830  0.115
H 6.10784 0.49853 4.76080  0.000
H 3.65857 0.05789 4.84974  0.000
H 5.38871 1.37389 0.43814  -0.001
C -1.45767 4.80302 1.12068  0.000
N -0.08680 4.24855 1.06299  0.001
C 1.00144 5.19477 1.26976  0.000
C 0.24704 2.95425 0.82527  0.005
O -0.63636 2.02959 0.70952  0.020
H -1.62405 5.46347 0.22872  0.000
H -1.52946 5.47197 2.02018  0.000
H -2.18029 3.94552 1.18787  0.000
H 0.98175 5.55620 2.33201  0.000
H 0.83137 6.06066 0.64046  0.000
H 1.98025 4.74377 1.08763  0.000
H 1.28221 2.80730 0.58424  -0.004

***

5.
Density functional theory data (ωB97M-V/def2-TZVPD) for the molecule C4H12N2O2S2 at a distorted geometry.

Output
**E_HOMO**: -9.313 eV
**Relative energy (zero: lowest compared OMol25 entry of this formula, charge and spin)**: 19.5 kcal per mole
**SMILES**: N[C@@H](CS)CCS(N)(=O)=O
**Orbital gap**: 9.8022 eV
**Molecular weight**: 184.286 g mol⁻¹
**Charge**: 0

Last column: Mulliken charge in e.
Cartesian coordinates (Å):
C 1.20071 0.64788 0.39356  -0.294
C 1.25249 1.68971 -0.77651  -0.485
C -0.15571 0.76173 1.14128  -0.646
C -1.40980 0.42133 0.31458  -0.598
H 1.16337 -0.78965 -1.25416  0.323
H 2.49650 -1.07461 -0.18720  0.292
H 1.80922 0.96218 1.27637  0.305
H 0.42268 1.19974 -1.51965  0.219
H 0.97937 2.75308 -0.45303  0.312
H 2.75448 0.66817 -2.39970  0.106
H -0.46796 0.07584 2.08170  0.427
H -0.15221 1.68561 1.68676  0.418
H -1.03613 0.38832 -0.71032  0.189
H -2.34767 1.18177 0.19809  0.383
H -2.01644 -2.70708 -0.82194  0.352
H -0.45742 -2.77366 0.15445  0.313
N 1.38758 -0.78974 -0.15271  -0.570
N -1.08347 -2.07274 -0.42604  -0.695
O -3.30478 -1.15889 0.14412  -0.613
O -1.75636 -1.63405 2.13834  -0.634
S 2.77558 1.74379 -1.58230  -0.197
S -2.05404 -1.17873 0.75430  1.091

***

6.
Density functional theory data (ωB97M-V/def2-TZVPD) for a structure of composition C32H27F2N5O4S2V.

Output
**E_HOMO (spin up / spin down)**: -7.190 / -7.190 eV
**Relative energy (zero: lowest compared OMol25 entry of this formula, charge and spin)**: 11.1 kcal per mole
**Orbital gap (spin up / spin down)**: 5.9807 / 6.1990 eV
**Molecular weight**: 698.673 g mol⁻¹
**Charge**: 0
**2S+1**: 2

Last column: Mulliken spin population.
Cartesian coordinates (Å):
V -0.68548 0.31713 -1.19392  1.157
C -6.75389 0.93706 -2.18454  0.000
S -5.42652 0.18495 -3.13065  0.001
C -3.98673 1.03680 -2.55225  0.007
S -4.01503 2.19086 -1.31830  -0.001
N -2.94668 0.66618 -3.27386  0.002
N -1.74660 1.13518 -2.81119  -0.014
C -1.10316 1.95267 -3.55381  -0.006
C 0.18889 2.45703 -3.08233  -0.001
C 0.95326 3.35645 -3.80499  -0.003
C 2.14272 3.80852 -3.25500  0.001
C 2.52708 3.35376 -2.00642  0.001
C 1.70557 2.45187 -1.34739  0.008
N 0.56388 2.01759 -1.87020  -0.012
H -7.65834 0.43188 -2.52555  0.000
H -6.60738 0.76776 -1.12158  0.000
H -6.82946 2.00445 -2.37641  0.000
H -1.52721 2.29274 -4.49236  0.000
H 0.61917 3.68824 -4.77828  0.000
H 2.76284 4.50850 -3.79921  0.000
H 3.44811 3.67852 -1.54396  0.000
H 1.97066 2.05967 -0.37472  0.000
O 0.61881 -0.49943 0.17472  -0.009
C 1.79205 -1.16584 -0.28377  0.011
C 1.70592 -1.11319 -1.83125  -0.004
O 2.59887 -1.49075 -2.54381  0.000
O 0.56504 -0.61852 -2.25609  -0.022
C 1.81485 -2.61326 0.21365  0.003
C 1.50964 -3.68633 -0.61431  0.000
C 1.48568 -4.97813 -0.10669  0.000
C 1.76447 -5.20986 1.23133  0.000
C 2.07399 -4.14274 2.06376  0.000
C 2.10491 -2.85503 1.55479  0.000
C 3.01857 -0.41549 0.23385  -0.008
C 4.28804 -0.70879 -0.25861  0.000
C 5.39973 -0.04740 0.23886  0.000
C 5.26549 0.90244 1.24290  0.000
C 4.00697 1.18287 1.75110  -0.001
C 2.89005 0.52541 1.25063  -0.004
H 0.07157 -1.01506 0.93471  -0.005
H 1.28650 -3.52304 -1.65966  0.000
H 1.24730 -5.80481 -0.76350  0.000
H 1.74854 -6.21892 1.62339  0.000
H 2.29939 -4.31330 3.10887  0.000
H 2.35628 -2.02710 2.20676  0.000
H 4.39582 -1.44769 -1.03958  0.000
H 6.37951 -0.28035 -0.15869  0.000
H 6.13723 1.41249 1.63261  0.000
H 3.88857 1.91120 2.54377  0.000
H 1.90971 0.74845 1.65331  0.001
O -1.38686 1.04985 0.21936  -0.022
C -1.41963 1.56888 1.45574  0.009
C -1.26847 2.94576 1.59197  -0.010
C -1.35818 3.53449 2.83943  0.003
C -1.60805 2.75642 3.96496  -0.006
C -1.76000 1.38755 3.82524  0.003
C -1.66833 0.77493 2.57701  -0.001
C -1.81778 -0.68377 2.46113  0.001
N -0.96965 -1.49903 1.87024  0.005
C -1.46265 -2.77362 2.01298  0.000
C -2.62345 -2.72384 2.71443  -0.001
N -2.83479 -1.39146 2.99272  0.000
H -1.11891 3.53212 0.69488  0.000
H -1.24483 4.60663 2.93158  0.000
H -1.68093 3.21268 4.94264  0.000
H -1.93402 0.76755 4.69683  0.000
H -0.94930 -3.62187 1.59166  0.000
H -3.31224 -3.49089 3.01882  0.000
H -3.64412 -0.99312 3.43617  0.000
F -2.96224 -1.29250 -0.64830  -0.003
C -1.84334 -1.39353 -1.43827  -0.079
F -1.18835 -2.53430 -1.02656  0.000
H -2.16307 -1.54455 -2.47080  -0.002